H14O6S | ωB97M-V/def2-TZVPD

Structure (XYZ):
```
21
Properties=species:S:1:pos:R:3:forces:R:3:mulliken_charge:R:1
O -0.286 0.026 0.893 0.4 0.1 0.1 -0.5208
H -0.215 -0.938 1.039 -0.2 0.2 0.2 0.3941
H -0.370 0.401 1.774 -0.1 0.1 -0.1 0.2720
O 3.567 -0.406 0.661 -0.6 -0.1 0.2 -0.6433
H 3.138 -0.579 1.509 0.3 0.0 -0.1 0.3154
H 2.838 -0.036 0.132 0.3 0.1 -0.2 0.3715
O 1.708 0.969 -1.074 0.8 0.2 0.4 -0.6856
H 0.946 1.081 -0.491 -0.3 -0.3 -0.4 0.3184
H 1.478 0.696 -1.961 -0.5 0.0 0.1 0.2828
O -1.440 -0.333 -1.536 0.5 0.5 0.1 -0.6196
H -1.035 0.085 -0.743 -0.5 -0.5 -0.1 0.2960
H -0.843 -0.061 -2.242 -0.3 -0.1 -0.1 0.2947
O -0.386 -2.597 1.646 -0.1 -1.1 -0.2 -0.7079
H -0.269 -3.109 0.818 0.2 0.6 -0.1 0.3552
H -0.627 -3.309 2.250 -0.1 0.4 0.4 0.3080
O 0.662 -3.328 -0.743 0.3 0.2 -0.4 -0.6900
H 1.492 -2.839 -0.660 0.0 -0.1 0.2 0.3389
H 0.341 -3.056 -1.611 -0.2 -0.1 0.1 0.3222
S -1.951 3.169 0.073 0.8 0.1 0.1 -0.3061
H -2.652 2.295 -0.637 -0.4 -0.1 -0.1 0.1612
H -2.976 3.806 0.624 -0.4 0.0 0.0 0.1429
```
Positions in Å, forces in eV/Å.

The value obtained for the total energy is -858.014317 Ha. The net charge is 0. Its gap between HOMO and LUMO is 10.0 eV. As for the molar mass: 142.2 Da. The LUMO energy is 0.20 eV. Its SMILES is O.O.O.O.O.O.S.